one | Density functional theory data (ωB97M-V/def2-TZVPD) for a cluster of 2 separate species, CH2N2O3 in total.

Structure (XYZ):
```
8
CH2N2O3 | OMol25 | ωB97M-V/def2-TZVPD
O 1.048 0.641 1.207
N 0.799 -0.458 1.628
O 1.551 -1.370 1.818
H -0.228 -0.637 1.866
C -0.469 0.424 -1.271
N -1.148 -0.343 -0.747
O -1.827 -1.079 -0.117
H 0.217 0.999 -1.810
```

As for the SMILES: O=[NH+][O-].C#[N+][O-]. As for the LUMO energy: 0.167 eV. The frontier orbital gap comes out at 10.64 eV.

=====

two | Density functional theory data (ωB97M-V/def2-TZVPD) for the molecule CH2N2O3.

Structure (XYZ):
```
8
CH2N2O3 | OMol25 | ωB97M-V/def2-TZVPD
O -0.404 -1.800 0.614
N -0.763 -1.207 -0.367
C -0.743 0.256 -0.157
N 1.005 0.480 0.050
O 1.449 -0.326 0.812
O 1.519 1.240 -0.700
H -1.132 0.499 0.838
H -0.931 0.857 -1.089
```

As for the SMILES: O=NC[N+](=O)[O-]. As for the LUMO energy: -1.123 eV. The frontier orbital gap comes out at 8.63 eV.

=====

Which of them is the most stable, and which is the least stable? one and two, in that order.

=====

one | Density functional theory data (ωB97M-V/def2-TZVPD) for the molecule C5H11NS2.

Structure (XYZ):
```
19
C5H11NS2 | OMol25 | ωB97M-V/def2-TZVPD
C -2.849 -0.727 -0.337
S -1.465 -1.338 0.654
C -0.141 -0.504 -0.203
C -0.366 1.030 -0.163
N 0.960 1.660 -0.063
C 1.729 0.764 0.806
C 1.234 -0.657 0.569
S 2.394 -1.837 -0.191
H -3.746 -1.264 -0.067
H -3.044 0.297 -0.144
H -2.690 -0.871 -1.359
H 0.000 -0.836 -1.255
H -0.980 1.407 0.696
H -0.883 1.349 -1.064
H 1.391 1.628 -1.017
H 2.839 0.926 0.656
H 1.416 1.082 1.820
H 1.043 -1.133 1.556
H 3.156 -0.975 -0.895
```

As for the SMILES: CS[C@H]1CNC[C@@H]1S. As for the LUMO energy: 0.772 eV. The frontier orbital gap comes out at 9.38 eV.

=====

two | Density functional theory data (ωB97M-V/def2-TZVPD) for a structure of composition C5H11NS2.

Structure (XYZ):
```
19
C5H11NS2 | OMol25 | ωB97M-V/def2-TZVPD
C -1.219 0.275 -2.630
C -0.009 -0.344 -0.402
C 1.245 -0.257 0.562
C 1.714 0.168 2.916
C -0.162 1.406 1.783
H -2.130 -0.227 -2.061
H -1.830 1.328 -3.315
H -0.686 -0.499 -3.208
H 1.858 -1.225 0.608
H 2.056 0.498 0.291
H 1.460 0.606 3.829
H 2.021 -0.935 2.836
H 2.583 0.836 2.285
H 0.274 2.239 3.091
H 0.198 2.154 0.752
H -1.486 0.814 1.612
N 0.547 0.168 1.907
S 0.032 0.761 -1.531
S -1.129 -1.652 -0.559
```

As for the LUMO energy: -0.212 eV. The frontier orbital gap comes out at 8.06 eV.

=====

Which of them is the most stable, and which is the least stable? one and two, in that order.

=====

one | Density functional theory data (ωB97M-V/def2-TZVPD) for a cluster of 2 separate species, CH6NPS in total.

Structure (XYZ):
```
10
CH6NPS | OMol25 | ωB97M-V/def2-TZVPD
H 2.370 2.017 -0.432
N 1.358 1.879 -0.268
P 0.313 3.021 -0.159
H 0.816 4.457 0.023
C 0.188 -0.627 0.322
S -0.285 -2.361 0.354
H 0.719 -0.511 1.275
H -0.735 0.049 0.091
H 0.799 -0.312 -0.519
H 0.152 -3.143 -0.674
```

As for the SMILES: [H]/N=P\[H].CS. As for the LUMO energy: -0.721 eV. The frontier orbital gap comes out at 7.90 eV.

=====

two | Density functional theory data (ωB97M-V/def2-TZVPD) for the molecule CH6NPS.

Structure (XYZ):
```
10
CH6NPS | OMol25 | ωB97M-V/def2-TZVPD
C 0.108 -0.378 -1.667
S 1.030 -1.113 -0.300
P 0.896 0.211 1.266
N -0.863 0.237 1.607
H 0.039 0.687 -1.326
H 0.644 -0.379 -2.617
H -0.788 -0.914 -1.772
H 0.928 1.290 0.436
H -1.041 1.039 2.285
H -0.954 -0.679 2.088
```

As for the SMILES: CSPN. As for the LUMO energy: 1.032 eV. The frontier orbital gap comes out at 9.85 eV.

=====

three | Density functional theory data (ωB97M-V/def2-TZVPD) for a cluster of 2 separate species, CH6NPS in total.

Structure (XYZ):
```
10
CH6NPS | OMol25 | ωB97M-V/def2-TZVPD
C -1.422 0.793 0.082
N -0.182 -1.419 -0.343
P 2.194 0.629 0.199
S 0.132 0.132 0.272
H -1.584 1.004 -0.995
H -1.042 2.202 0.843
H -0.990 -1.936 -0.634
H 0.472 -2.003 0.205
H 2.063 0.889 -1.251
H 0.359 -0.290 1.623
```

As for the LUMO energy: -0.009 eV. The frontier orbital gap comes out at 7.92 eV.

=====

Which of them is the most stable, and which is the least stable? two and three, in that order.

=====

one | Density functional theory data (ωB97M-V/def2-TZVPD) for a cluster of 2 separate species, C2H2F3NO in total.

Structure (XYZ):
```
9
C2H2F3NO | OMol25 | ωB97M-V/def2-TZVPD
C -1.430 0.471 0.278
C 1.380 -0.379 -0.050
N -0.860 -0.846 0.026
O -1.258 -0.171 -1.075
F 1.711 0.190 1.106
F 2.122 -1.416 -0.343
F 1.350 0.506 -1.079
H -2.416 0.402 0.812
H -0.598 1.243 0.326
```

As for the LUMO energy (spin up / spin down): 0.164 / 0.169 eV. The frontier orbital gap (spin up / spin down) comes out at 9.59 / 9.40 eV.

=====

two | Density functional theory data (ωB97M-V/def2-TZVPD) for a cluster of 2 separate species, C2H2F3NO in total.

Structure (XYZ):
```
9
C2H2F3NO | OMol25 | ωB97M-V/def2-TZVPD
C 1.786 0.021 -0.014
C -1.747 0.282 -0.052
N 0.982 -0.915 0.116
O 0.785 -2.093 0.049
F -1.610 0.784 1.184
F -1.516 1.248 -0.950
F -2.970 -0.218 -0.216
H 2.820 -0.142 -0.315
H 1.470 1.031 0.198
```

As for the LUMO energy (spin up / spin down): -0.903 / -0.415 eV. The frontier orbital gap (spin up / spin down) comes out at 8.52 / 9.70 eV.

=====

Which of them is the most stable, and which is the least stable? two and one, in that order.

=====

one | Density functional theory data (ωB97M-V/def2-TZVPD) for the molecule C7H10N2O4.

Structure (XYZ):
```
23
C7H10N2O4 | OMol25 | ωB97M-V/def2-TZVPD
N 0.199 -2.425 -3.620
C 0.166 -1.740 -2.713
O -0.250 -0.837 -1.899
C 0.605 -0.079 -1.060
C 0.894 1.201 -1.680
N 0.983 2.270 -2.133
C -0.058 0.107 0.295
C -1.486 0.743 0.256
O -2.397 -0.189 -0.318
C 0.960 1.035 1.043
O 0.807 0.949 2.397
C -0.136 -1.211 1.023
O 0.981 -2.077 0.729
H 1.589 -0.642 -0.971
H -1.669 0.932 1.361
H -1.557 1.598 -0.399
H -3.113 0.446 -0.654
H 1.882 0.606 0.853
H 0.957 2.034 0.660
H 0.125 1.656 2.753
H -0.120 -1.038 2.170
H -1.134 -1.706 0.789
H 1.770 -1.633 1.118
```

As for the SMILES: N#CO[C@@H](C#N)C(CO)(CO)CO. As for the LUMO energy: 0.079 eV. The frontier orbital gap comes out at 10.92 eV.

=====

two | Density functional theory data (ωB97M-V/def2-TZVPD) for the molecule C7H10N2O4.

Structure (XYZ):
```
23
C7H10N2O4 | OMol25 | ωB97M-V/def2-TZVPD
N -1.812 1.003 -0.372
C -0.818 0.352 0.524
O -1.133 0.234 1.917
C 0.513 0.941 0.290
C 1.344 0.594 -0.684
C 2.719 1.085 -0.810
O 3.449 0.889 -1.770
O 3.258 1.798 0.244
C 0.900 -0.583 -1.532
C -0.200 -1.315 -1.223
C -0.772 -1.083 0.097
N -2.129 -1.551 0.085
O 0.083 -1.784 1.012
H -1.809 1.892 0.118
H -2.741 0.672 -0.369
H -0.994 1.049 2.378
H 0.800 1.657 1.060
H 2.642 1.838 1.003
H 1.539 -0.588 -2.476
H -0.541 -2.104 -1.852
H -2.544 -1.425 1.065
H -2.145 -2.480 -0.300
H 0.390 -1.090 1.597
```

As for the SMILES: N[C@]1(O)C=C(C(=O)O)C=C[C@@]1(N)O. As for the LUMO energy: -0.434 eV. The frontier orbital gap comes out at 8.93 eV.

=====

Which of them is the most stable, and which is the least stable? two and one, in that order.